Record 1
Formula: C6H12F5NO12S3V
Source: the OMol25 dataset
Level of theory: the ωB97M-V functional and the def2-TZVPD basis

Summary:
Spin multiplicity ... 4
Total charge ... -2
E_HOMO (alpha / beta) ... -0.04463 / -0.05526 hartree
F_max ... 4.5 eV/A
ΔE to the lowest compared entry with this formula, charge and spin ... 0.00 kcal per mole
Frontier orbital gap (alpha / beta) ... 0.2218 / 0.2324 Eh

Each line ends with the Löwdin charge.
Element x y z (Å)
O 0.77 -3.89 0.41  -0.269
V -0.67 0.29 -0.20  0.847
O -2.12 1.57 -1.19  -0.180
F 2.31 4.08 -1.93  0.124
F 3.11 2.52 -0.68  0.101
F -1.28 -2.93 -0.17  -0.162
O -2.29 -0.57 -1.45  -0.203
C -2.83 0.59 -1.71  -0.921
H 1.81 -2.84 -3.49  0.069
O -1.33 0.89 1.85  -0.133
C -3.11 -0.71 1.86  -0.069
N 0.32 -1.29 0.67  -0.358
S -0.13 -2.91 0.92  0.533
O -3.97 0.70 -2.21  -0.092
C 1.11 -2.24 -2.91  -0.063
H 2.70 -1.34 -1.84  0.112
H 2.30 -0.50 -3.39  0.110
H -3.72 -0.12 1.17  0.093
H -2.50 -1.29 1.17  0.033
O 0.50 2.12 -0.11  -0.393
F 1.91 0.31 1.45  -0.185
S 0.85 3.50 0.27  0.522
H -2.86 0.86 3.26  0.109
O -0.01 4.53 -0.28  -0.286
H 1.49 0.75 -1.65  0.075
O 1.30 -1.32 3.06  -0.281
O 1.21 3.61 1.66  -0.312
H 0.82 -2.78 -2.01  0.051
H -0.58 1.22 2.37  0.097
O 2.79 -1.88 1.19  -0.280
S 1.58 -1.25 1.65  0.496
H -3.73 -1.37 2.45  0.078
C 1.89 -0.99 -2.50  -0.287
C -2.21 0.16 2.72  -0.251
F 3.26 4.59 -0.05  0.106
O -0.78 -3.15 2.16  -0.261
O 1.05 -0.10 -1.80  -0.119
C 2.46 3.70 -0.66  -0.648
H 0.19 -2.03 -3.45  0.084
H -1.58 -0.47 3.36  0.110


Record 2
Formula: C6H12FN
Source: the OMol25 dataset
Level of theory: the ωB97M-V functional and the def2-TZVPD basis

Summary:
Total charge ... 0
E_HOMO (alpha / beta) ... -0.34865 / -0.25811 hartree
F_max ... 3.6 eV/A
ΔE to the lowest compared entry with this formula, charge and spin ... 105.44 kcal per mole
Frontier orbital gap (alpha / beta) ... 0.3868 / 0.2543 Eh

Each line ends with the Löwdin charge.
Element x y z (Å)
H 2.70 0.90 0.56  0.125
H 0.12 1.46 -1.84  0.069
H -1.91 -0.48 -1.63  0.092
H -2.59 -0.41 -0.08  0.119
C 1.78 0.69 1.24  -0.060
C -0.72 1.85 -1.36  -0.142
H 0.08 -2.41 1.47  0.138
C -1.61 -0.34 -0.59  -0.250
C 1.54 -0.74 1.14  -0.265
H 0.30 -1.11 -1.03  0.085
H -0.86 -2.37 -0.60  0.097
H -0.65 2.92 -1.12  0.083
H -1.48 1.91 -2.11  0.063
C 0.09 -1.30 1.08  -0.138
H 1.88 1.10 2.22  0.067
F 2.49 -1.70 0.77  -0.019
C -0.48 -1.39 -0.39  -0.156
H 0.87 1.09 0.89  0.025
H -0.50 -0.64 1.67  0.080
N -1.05 0.97 -0.27  -0.011


Record 3
Formula: C6H12FN2O
Source: the OMol25 dataset
Level of theory: the ωB97M-V functional and the def2-TZVPD basis

Summary:
Total charge ... +1
E_HOMO ... -0.43375 hartree
F_max ... 3.5 eV/A
ΔE to the lowest compared entry with this formula, charge and spin ... 15.15 kcal per mole
Frontier orbital gap ... 0.3133 Eh
SMILES ... C/C=C(/C=C(/N)F)[C@@H]([NH3+])O

Each line ends with the Löwdin charge.
Element x y z (Å)
H -1.12 -1.52 -1.06  0.109
C -2.34 -0.27 -0.10  -0.440
C 1.35 -0.62 -0.13  -0.301
N 1.33 -1.10 1.46  0.250
H 0.83 -0.26 1.77  0.152
H -4.36 -0.44 -0.21  0.157
F -2.63 0.73 0.69  0.143
C 1.55 2.29 -0.16  -0.068
H 0.72 -1.70 -1.28  0.052
H 2.51 1.77 -0.44  0.094
H 2.34 -0.13 -0.16  0.149
O 1.52 -1.77 -0.83  0.086
H 0.83 -1.95 1.71  0.153
C 0.14 0.19 -0.36  -0.233
N -3.46 -0.95 -0.34  0.163
H 2.34 -1.26 1.70  0.182
H -0.61 2.11 -0.48  0.114
H 1.76 2.55 0.85  0.075
C -1.11 -0.55 -0.60  -0.014
H -3.30 -1.82 -0.82  0.120
H 1.45 3.18 -0.77  0.089
C 0.28 1.54 -0.43  -0.032


Record 4
Formula: C6H12FPPd
Source: the OMol25 dataset
Level of theory: the ωB97M-V functional and the def2-TZVPD basis

Summary:
Total charge ... +2
E_HOMO ... -0.65025 hartree
F_max ... 3.9 eV/A
Frontier orbital gap ... 0.1893 Eh

Each line ends with the Löwdin charge.
Element x y z (Å)
H -1.93 -0.40 -1.86  0.114
P 0.27 -0.26 -0.70  1.030
Pd 2.92 2.58 -0.38  0.683
C -2.38 -0.91 0.93  -0.036
C 3.04 0.20 0.44  -0.175
H 2.31 -1.71 0.38  0.130
H -3.26 -0.91 1.58  0.106
H 0.80 0.15 -1.93  0.064
C -1.50 0.29 -1.13  -0.263
H 3.73 1.85 1.90  0.105
H -1.83 1.13 0.83  0.136
H -0.05 -1.62 -0.56  0.077
F -3.55 0.87 -0.14  0.046
C 2.38 -0.81 -0.23  -0.162
C 3.51 1.05 1.21  0.189
H 2.88 -1.00 -1.18  0.116
H -1.52 -1.00 1.60  0.079
H -2.38 -1.78 0.27  0.088
H 0.32 0.59 0.42  0.056
C -2.31 0.41 0.16  -0.485
H -1.41 1.28 -1.59  0.101


Record 5
Formula: C6H12IN2O2
Source: the OMol25 dataset
Level of theory: the ωB97M-V functional and the def2-TZVPD basis

Summary:
Total charge ... +1
E_HOMO (alpha / beta) ... -0.49261 / -0.49260 hartree
F_max ... 4.8 eV/A
ΔE to the lowest compared entry with this formula, charge and spin ... 39.18 kcal per mole
Frontier orbital gap (alpha / beta) ... 0.3252 / 0.3252 Eh

Each line ends with the Löwdin charge.
Element x y z (Å)
C -1.57 0.50 0.34  -0.685
H 2.35 2.22 0.01  0.053
O 2.60 0.12 -0.29  0.127
I -3.63 0.08 -0.19  1.031
N -0.54 -1.53 -0.30  -0.148
N 0.64 1.25 -0.34  -0.115
H 0.37 -1.88 1.48  0.047
H -1.44 -2.38 1.47  0.128
H -0.97 0.89 -1.68  0.101
C -0.37 -2.39 0.97  -0.023
H 1.43 2.19 1.41  0.156
H 1.19 -2.14 -1.08  0.140
H -1.35 -1.78 -0.87  0.083
C 1.36 2.35 0.21  -0.005
H -0.05 -3.42 0.83  0.090
H 1.02 3.28 -0.11  0.090
C -0.74 1.15 -0.70  -0.199
C 0.67 -1.15 -1.09  -0.058
C 1.42 0.12 -0.49  -0.418
H -1.31 2.17 -0.65  0.184
H -0.23 0.86 1.71  0.191
O -1.17 0.48 1.56  0.066
H 0.34 -0.98 -2.20  0.163


Record 6
Formula: C6H12InO6
Source: the OMol25 dataset
Level of theory: the ωB97M-V functional and the def2-TZVPD basis

Summary:
Total charge ... +3
E_HOMO ... -0.72622 hartree
F_max ... 0.9 eV/A
ΔE to the lowest compared entry with this formula, charge and spin ... 8.23 kcal per mole
Frontier orbital gap ... 0.0592 Eh

Each line ends with the Löwdin charge.
Element x y z (Å)
C 5.12 -2.15 0.88  0.085
H -3.11 3.06 -3.23  0.166
H -4.01 -2.01 -0.99  0.181
H 4.58 -1.99 -0.05  0.114
H -3.95 3.97 -1.96  0.136
C -3.39 0.79 -1.65  -0.524
C -3.29 3.12 -2.14  0.068
H 6.18 -1.88 0.86  0.163
O -4.39 -0.08 -1.54  0.161
H -2.34 3.24 -1.61  0.135
O -2.21 0.56 -1.64  0.072
O 2.80 -0.46 0.90  0.060
O -3.99 1.97 -1.71  0.149
O 3.21 -0.31 3.12  0.153
O 4.52 -1.50 1.97  0.153
H 1.25 0.26 2.85  0.127
C 3.44 -0.75 1.87  -0.513
H -5.25 -1.78 -2.19  0.160
H 1.97 0.35 4.54  0.164
In 0.89 -0.17 -1.62  1.135
C -4.24 -1.42 -1.92  0.082
C 2.13 0.47 3.46  0.068
H 5.10 -3.25 1.10  0.176
H -3.48 -1.56 -2.68  0.132
H 2.46 1.54 3.37  0.196


Record 7
Formula: C6H12N
Source: the OMol25 dataset
Level of theory: the ωB97M-V functional and the def2-TZVPD basis

Summary:
Total charge ... +1
E_HOMO ... -0.45485 hartree
F_max ... 1.7 eV/A
ΔE to the lowest compared entry with this formula, charge and spin ... 35.00 kcal per mole
Frontier orbital gap ... 0.3198 Eh
SMILES ... C=CC(=C)CC[NH3+]

Each line ends with the Löwdin charge.
Element x y z (Å)
C 1.57 0.98 1.34  0.090
C -0.39 1.22 -0.05  -0.171
C 2.10 -1.69 0.15  0.050
H -0.98 1.76 0.70  0.130
H 1.38 1.94 1.78  0.076
H -0.81 0.06 -1.79  0.118
H -2.81 -1.01 -0.91  0.174
H -0.08 2.15 -0.55  0.141
H 2.72 -1.52 1.02  0.075
H 2.21 -2.61 -0.43  0.073
H -2.60 -0.11 0.56  0.176
H -2.14 1.22 -1.39  0.146
H 0.64 -1.09 -1.18  0.085
C 0.79 0.42 0.41  -0.304
N -2.18 -0.53 -0.27  0.202
C -1.37 0.54 -0.99  -0.146
H 2.41 0.44 1.78  0.073
H -1.60 -1.30 0.11  0.169
C 1.16 -0.85 -0.27  -0.159


Record 8
Formula: C6H12N
Source: the OMol25 dataset
Level of theory: the ωB97M-V functional and the def2-TZVPD basis

Summary:
Total charge ... +1
E_HOMO ... -0.53659 hartree
F_max ... 5.1 eV/A
ΔE to the lowest compared entry with this formula, charge and spin ... 60.62 kcal per mole
Frontier orbital gap ... 0.3363 Eh
SMILES ... C=[NH+]C(=C)CCC

Each line ends with the Löwdin charge.
Element x y z (Å)
H -1.00 -1.99 -2.25  0.093
H -2.04 -1.59 0.21  0.184
N 0.72 1.41 1.29  0.083
H -1.75 0.66 0.87  0.140
H 0.60 1.33 -2.01  0.053
H 1.08 -0.49 1.79  0.122
C 0.30 1.03 0.01  -0.295
C -1.13 0.31 -0.01  -0.151
H 2.00 1.82 -1.03  0.105
C 0.95 1.48 -1.07  0.140
H 0.61 -1.18 -1.68  0.094
C 0.99 0.51 2.15  0.222
H 0.68 2.43 1.50  0.212
C -0.34 -1.76 -1.36  -0.106
C -0.95 -1.13 -0.14  -0.326
H -0.03 -2.82 -1.12  0.094
H -1.62 0.71 -0.91  0.132
H 1.33 0.87 3.13  0.140
H -0.40 -1.58 0.62  0.061


Record 9
Formula: C6H12N
Source: the OMol25 dataset
Level of theory: the ωB97M-V functional and the def2-TZVPD basis

Summary:
Total charge ... +1
E_HOMO ... -0.52896 hartree
F_max ... 6.1 eV/A
ΔE to the lowest compared entry with this formula, charge and spin ... 67.71 kcal per mole
Frontier orbital gap ... 0.4016 Eh
SMILES ... C=C[C@]1(C)[NH2+][C@H]1C

Each line ends with the Löwdin charge.
Element x y z (Å)
C -0.73 1.79 -0.27  -0.093
H -1.66 -0.52 -1.58  0.286
H -0.56 -2.98 0.59  0.149
H -0.99 3.67 0.36  0.053
H 0.31 -2.24 1.95  0.063
C -0.63 -0.89 0.53  -0.232
C 0.15 -2.09 0.94  -0.022
H 1.72 0.98 -1.30  0.102
H 2.03 1.04 0.38  0.108
H 1.13 -2.10 0.33  0.106
C -0.07 0.37 -0.08  -0.308
C 1.45 0.49 -0.37  0.011
H -1.23 1.84 -1.21  0.102
H -0.12 2.61 1.51  0.093
H -0.05 -1.08 -1.60  0.181
N -0.71 -0.70 -0.90  0.117
H 1.79 -0.54 -0.33  0.060
C -0.53 2.77 0.52  0.053
H -1.53 -0.95 1.15  0.171


Record 10
Formula: C6H12N
Source: the OMol25 dataset
Level of theory: the ωB97M-V functional and the def2-TZVPD basis

Summary:
Total charge ... +1
E_HOMO (alpha / beta) ... -0.45216 / -0.40984 hartree
F_max ... 3.9 eV/A
ΔE to the lowest compared entry with this formula, charge and spin ... 133.09 kcal per mole
Frontier orbital gap (alpha / beta) ... 0.3127 / 0.2369 Eh

Each line ends with the Löwdin charge.
Element x y z (Å)
N -1.28 -0.77 1.03  -0.067
H 1.06 2.54 -1.46  0.174
C 0.72 1.50 -1.03  -0.182
C 1.06 0.52 -1.78  0.059
H -1.28 -1.82 0.68  0.224
H 0.80 -0.62 0.68  0.127
H 2.74 -0.77 -2.45  0.100
H -2.09 -0.33 0.50  0.195
H 0.48 2.18 0.84  0.125
H 1.64 -0.49 -3.75  0.092
H 1.10 -1.42 -2.35  0.115
C -1.37 -0.81 2.51  -0.003
C -0.07 1.44 0.20  -0.197
C 1.69 -0.49 -2.66  -0.053
H -2.15 -1.43 2.85  0.083
H -1.07 1.96 0.07  0.139
H -1.34 0.21 2.92  0.117
C -0.16 -0.10 0.36  -0.138
H -0.50 -1.30 2.86  0.090


What are the electronic energy values for these records? In order: -104261.20242 -10619.59036 -14153.34536 -21876.98057 -21582.84201 -23836.59727 -7898.54389 -7897.43265 -7897.12533 -7894.29015 eV.